Entry 1:
{"formula": "C4H11NO", "method": "wB97M-V/def2-TZVPD", "homo_ev": -9.955, "e_lumo_ev": 1.05, "smiles": "C=NCCC.O", "orbital_gap_ev": 11.000, "total_energy_ha": -288.9573, "relative_energy_kcal_mol": 37.4, "elements": ["C", "N", "C", "C", "C", "H", "H", "H", "H", "H", "H", "H", "H", "H", "O", "H", "H"], "coordinates": [[-1.42, 1.14, -0.47], [-0.20, 0.86, -0.57], [0.24, -0.21, -1.46], [0.81, -1.35, -0.63], [-0.22, -1.90, 0.36], [-2.27, 1.05, -1.15], [-1.72, 1.86, 0.33], [-0.58, -0.50, -2.17], [0.93, 0.18, -2.21], [1.21, -2.19, -1.20], [1.63, -0.94, -0.01], [0.28, -2.57, 1.06], [-0.73, -1.12, 0.90], [-0.97, -2.46, -0.20], [0.72, 1.58, 2.31], [0.73, 1.79, 1.36], [0.57, 0.64, 2.28]], "lowdin_charge": [-0.058, -0.046, -0.258, -0.244, -0.117, 0.075, 0.079, 0.118, 0.103, 0.107, 0.107, 0.073, 0.046, 0.073, -0.071, 0.008, 0.004]}

Entry 2:
{"formula": "C5H8", "method": "wB97M-V/def2-TZVPD", "homo_ev": -9.309, "e_lumo_ev": 1.09, "smiles": "CC#CCC", "orbital_gap_ev": 10.395, "total_energy_ha": -195.2424, "relative_energy_kcal_mol": 31.1, "elements": ["C", "C", "C", "C", "C", "H", "H", "H", "H", "H", "H", "H", "H"], "coordinates": [[2.47, 0.24, -0.76], [1.28, -0.42, -0.23], [0.19, -0.77, 0.15], [-1.24, -0.73, 0.51], [-1.80, 0.58, -0.09], [2.14, 1.19, -1.19], [3.20, 0.47, 0.03], [2.97, -0.33, -1.55], [-1.78, -1.60, 0.13], [-1.35, -0.75, 1.60], [-0.98, 1.29, -0.22], [-2.56, 1.04, 0.56], [-2.24, 0.40, -1.07]], "lowdin_charge": [-0.111, -0.099, -0.069, -0.255, -0.104, 0.079, 0.074, 0.072, 0.102, 0.103, 0.067, 0.067, 0.073]}

Entry 3:
{"formula": "C7H17N2O3SSi", "method": "wB97M-V/def2-TZVPD", "homo_ev": -12.804, "total_charge": 1, "e_lumo_ev": -5.31, "orbital_gap_ev": 7.496, "total_energy_ha": -1299.5640, "relative_energy_kcal_mol": 33.5, "elements": ["C", "C", "C", "C", "C", "C", "C", "N", "N", "O", "O", "O", "Si", "S", "H", "H", "H", "H", "H", "H", "H", "H", "H", "H", "H", "H", "H", "H", "H", "H", "H"], "coordinates": [[1.53, -0.20, -3.30], [2.77, -0.84, -3.02], [-1.04, -3.22, 0.84], [-0.07, 0.75, 2.56], [2.69, 2.37, -0.60], [-1.80, 2.88, -1.75], [-0.04, -0.18, -1.41], [0.56, -0.20, -2.51], [-0.61, -3.35, -0.57], [0.36, 0.77, 1.15], [1.38, 2.02, -0.98], [-1.21, 2.28, -0.62], [0.13, 1.43, -0.27], [3.77, -1.15, -4.27], [1.30, 0.48, -4.13], [2.90, -1.14, -1.96], [-0.81, -2.17, 1.19], [-2.18, -3.27, 0.87], [-0.72, -4.03, 1.45], [0.31, 1.74, 2.99], [0.30, -0.17, 3.05], [-1.16, 0.89, 2.56], [3.25, 1.52, -0.34], [2.53, 2.96, 0.36], [3.29, 2.92, -1.41], [-1.18, 3.47, -2.35], [-2.62, 3.50, -1.50], [-2.28, 2.15, -2.30], [-0.86, -0.77, -1.16], [0.35, -3.45, -0.45], [-0.86, -4.24, -0.95]], "lowdin_charge": [-0.185, -0.600, -0.166, -0.030, -0.076, -0.078, 0.078, 0.113, -0.062, -0.180, -0.175, -0.141, 0.203, 0.837, 0.159, 0.091, 0.067, 0.096, 0.050, 0.112, 0.099, 0.092, 0.060, 0.117, 0.123, 0.082, 0.085, 0.066, 0.079, 0.021, 0.063]}

Entry 4:
{"formula": "C4H5NO", "method": "wB97M-V/def2-TZVPD", "homo_ev": -10.369, "e_lumo_ev": 0.67, "smiles": "CC(=O)CC#N", "orbital_gap_ev": 11.041, "total_energy_ha": -285.3949, "relative_energy_kcal_mol": 12.4, "elements": ["C", "C", "O", "C", "C", "N", "H", "H", "H", "H", "H"], "coordinates": [[0.47, -1.01, -0.88], [0.76, 0.20, -0.02], [1.84, 0.43, 0.45], [-0.44, 1.11, 0.29], [-1.19, 0.29, 1.24], [-1.60, -0.45, 2.03], [1.10, -0.95, -1.77], [-0.57, -1.09, -1.17], [0.75, -1.91, -0.33], [-1.02, 1.34, -0.62], [-0.11, 2.03, 0.77]], "lowdin_charge": [-0.012, -0.460, 0.103, -0.098, -0.226, 0.164, 0.093, 0.083, 0.098, 0.128, 0.127]}

Entry 5:
{"formula": "C34H25AsN8SW", "method": "wB97M-V/def2-TZVPD", "homo_ev": [-13.941, -13.974], "total_charge": 2, "e_lumo_ev": [-7.46, -7.15], "s2": 2.023, "orbital_gap_ev": [6.478, 6.827], "total_energy_ha": -4449.2143, "spin_multiplicity": 3, "relative_energy_kcal_mol": 40.9, "elements": ["W", "N", "C", "N", "C", "N", "N", "C", "C", "C", "C", "C", "C", "N", "C", "C", "C", "C", "C", "C", "H", "H", "H", "H", "H", "H", "H", "H", "H", "H", "H", "S", "C", "C", "C", "C", "C", "C", "As", "C", "C", "C", "C", "C", "C", "C", "C", "C", "C", "C", "C", "H", "H", "H", "H", "H", "H", "H", "H", "H", "H", "H", "H", "H", "H", "N", "C", "N", "C", "N"], "coordinates": [[-0.72, 0.32, -0.54], [-3.83, 1.44, -3.46], [-2.99, 1.54, -2.46], [-1.88, 0.82, -2.36], [-1.57, -0.09, -3.37], [-0.48, -0.76, -3.33], [0.34, -0.57, -2.21], [1.55, -0.96, -2.45], [2.64, -1.14, -1.51], [3.92, -1.24, -2.04], [4.99, -1.46, -1.17], [4.71, -1.63, 0.17], [3.38, -1.53, 0.60], [2.36, -1.28, -0.21], [-2.52, -0.29, -4.46], [-2.33, -1.26, -5.45], [-3.27, -1.41, -6.44], [-4.42, -0.60, -6.46], [-4.62, 0.36, -5.49], [-3.66, 0.50, -4.49], [-4.68, 2.00, -3.45], [-3.23, 2.25, -1.68], [1.75, -1.22, -3.48], [4.08, -1.14, -3.10], [6.00, -1.53, -1.55], [5.49, -1.83, 0.89], [3.14, -1.67, 1.65], [-1.45, -1.88, -5.42], [-3.14, -2.16, -7.21], [-5.15, -0.73, -7.24], [-5.51, 0.97, -5.49], [-1.41, 2.31, 0.38], [-1.30, 2.30, 2.16], [-2.00, 3.29, 2.84], [-2.04, 3.25, 4.23], [-1.40, 2.24, 4.92], [-0.68, 1.26, 4.23], [-0.62, 1.30, 2.85], [0.47, 0.18, 1.74], [0.81, -1.44, 2.68], [0.24, -2.61, 2.17], [0.46, -3.82, 2.80], [1.25, -3.87, 3.95], [1.82, -2.70, 4.46], [1.60, -1.49, 3.83], [2.05, 1.31, 1.68], [2.55, 1.76, 0.46], [3.61, 2.65, 0.42], [4.20, 3.08, 1.60], [3.70, 2.64, 2.82], [2.62, 1.77, 2.86], [-2.52, 4.07, 2.30], [-2.59, 4.01, 4.77], [-1.45, 2.20, 6.00], [-0.19, 0.47, 4.78], [-0.36, -2.57, 1.27], [0.02, -4.72, 2.41], [1.43, -4.81, 4.44], [2.43, -2.75, 5.35], [2.06, -0.59, 4.22], [2.13, 1.42, -0.48], [3.98, 3.00, -0.53], [5.04, 3.76, 1.57], [4.14, 2.99, 3.74], [2.21, 1.48, 3.82], [-2.10, -0.98, -0.16], [-3.27, -1.22, -0.21], [-4.46, -1.51, -0.19], [-5.32, -0.99, -1.08], [-6.04, -0.52, -1.85]], "lowdin_charge": [1.191, 0.166, -0.133, -0.049, -0.288, 0.080, -0.136, -0.011, -0.285, 0.016, -0.012, 0.007, -0.101, 0.095, -0.087, 0.010, -0.027, -0.019, 0.015, -0.163, 0.179, 0.114, 0.146, 0.128, 0.127, 0.124, 0.104, 0.121, 0.122, 0.126, 0.131, 0.652, -0.616, -0.093, -0.041, -0.041, -0.073, -0.390, 1.216, -0.401, -0.118, -0.054, -0.047, -0.053, -0.114, -0.366, -0.141, -0.058, -0.050, -0.047, -0.091, 0.112, 0.122, 0.120, 0.105, 0.076, 0.116, 0.118, 0.118, 0.093, 0.069, 0.114, 0.118, 0.118, 0.095, -0.061, -0.244, 0.173, -0.295, 0.166]}

Entry 6:
{"formula": "C4H14N3O", "method": "wB97M-V/def2-TZVPD", "homo_ev": -13.837, "total_charge": 1, "e_lumo_ev": -7.73, "orbital_gap_ev": 6.112, "total_energy_ha": -399.8417, "relative_energy_kcal_mol": 182.5, "elements": ["N", "C", "N", "N", "H", "H", "H", "H", "H", "H", "C", "C", "C", "O", "H", "H", "H", "H", "H", "H", "H", "H"], "coordinates": [[-1.10, -1.89, 0.20], [-0.27, -1.21, -0.81], [0.36, -2.21, -1.54], [-1.00, 0.04, -1.85], [-1.99, -1.26, 0.14], [-1.43, -2.75, -0.23], [0.85, -2.65, -0.77], [-0.48, -2.78, -1.65], [-0.18, -0.10, -2.41], [-1.69, -0.62, -2.25], [1.83, 0.75, 1.22], [0.40, 1.03, 0.97], [0.08, 1.91, -0.25], [-0.12, 1.62, 2.20], [2.01, 0.03, 2.02], [2.37, 1.63, 1.58], [2.25, 0.34, 0.28], [-0.19, 0.12, 0.83], [0.49, 1.43, -1.14], [0.60, 2.87, -0.15], [-1.00, 1.99, -0.40], [-0.74, 2.39, 2.03]], "lowdin_charge": [0.113, -0.123, 0.104, 0.139, 0.167, 0.110, 0.124, 0.116, 0.051, 0.089, -0.046, -0.488, -0.065, -0.032, 0.094, 0.104, 0.094, 0.086, 0.052, 0.101, 0.084, 0.127]}

Entry 7:
{"formula": "C4H10N3O", "method": "wB97M-V/def2-TZVPD", "homo_ev": -12.304, "total_charge": 1, "e_lumo_ev": -2.80, "orbital_gap_ev": 9.508, "total_energy_ha": -397.5959, "relative_energy_kcal_mol": 52.3, "elements": ["C", "C", "C", "C", "N", "N", "N", "O", "H", "H", "H", "H", "H", "H", "H", "H", "H", "H"], "coordinates": [[-2.12, 0.84, 0.41], [1.81, 0.50, -0.90], [3.19, -0.89, 0.38], [-1.67, -0.35, 0.95], [-1.92, 1.44, -0.87], [0.70, 0.66, -1.12], [-1.05, -1.31, 0.31], [2.93, 0.31, -0.43], [-2.43, 1.55, 1.23], [4.01, -1.38, -0.03], [2.26, -1.59, 0.32], [3.30, -0.50, 1.38], [-1.75, -0.52, 2.04], [-1.90, 2.39, -0.89], [-0.82, 1.25, -1.17], [-1.11, -1.31, -0.70], [-0.89, -2.23, 0.72], [-2.55, 1.14, -1.62]], "lowdin_charge": [-0.154, -0.327, 0.060, -0.209, 0.127, 0.190, 0.070, 0.041, 0.123, 0.075, 0.135, 0.105, 0.140, 0.106, 0.116, 0.106, 0.124, 0.171]}

no.,F_max (eV/Å)
1,2.602
2,0.574
3,3.838
4,1.277
5,0.617
6,7.075
7,5.396